Entry 1
ORCA calculation (the ωB97M-V functional and the def2-TZVPD basis) on an isolated ion of composition C3H8N3O and charge +1.

```
15
Properties=species:S:1:pos:R:3:lowdin_charge:R:1
C -0.970 0.411 1.357 -0.013
C -1.355 1.070 0.093 0.008
C 1.096 0.058 -0.178 -0.083
N 0.062 0.906 0.452 -0.028
N 0.500 -1.675 -1.699 0.052
N 0.723 -1.354 -0.340 -0.114
O 1.711 -1.999 -1.071 -0.014
H -1.071 0.921 2.305 0.140
H -1.041 -0.668 1.421 0.134
H -1.714 0.451 -0.718 0.138
H -1.729 2.085 0.079 0.140
H 1.389 0.489 -1.147 0.152
H 1.961 0.051 0.498 0.156
H 0.512 1.776 0.740 0.199
H -0.073 -2.522 -1.791 0.132
```

Results
- Total charge: +1
- Lowest unoccupied orbital energy: -3.4 eV

***

Entry 2
ORCA calculation (the ωB97M-V functional and the def2-TZVPD basis) on a 2-piece molecular cluster, C3H8N3O overall.

```
15
Properties=species:S:1:pos:R:3:lowdin_charge:R:1
C 1.082 0.504 -1.111 -0.169
C -1.110 -0.978 0.720 -0.316
C 0.601 0.322 1.117 -0.003
N 0.884 0.979 -2.364 0.164
N -1.745 -1.498 1.808 0.159
N 0.599 1.010 -0.068 -0.001
O -1.287 -1.022 -0.456 0.095
H 1.759 -0.279 -1.092 0.150
H 1.335 -0.435 1.223 0.088
H 0.227 0.819 1.966 0.080
H 1.372 0.674 -3.235 0.151
H 0.306 1.782 -2.655 0.139
H -1.319 -1.967 2.627 0.142
H -2.653 -1.794 1.701 0.076
H -0.052 1.882 -0.181 0.245
```

Results
- Total charge: +1
- Lowest unoccupied orbital energy: -3.5 eV

***

Entry 3
ORCA calculation (the ωB97M-V functional and the def2-TZVPD basis) on an isolated ion of composition C3H8N3O and charge +1.

```
15
Properties=species:S:1:pos:R:3:lowdin_charge:R:1
C -0.768 -0.569 0.105 -0.038
C -0.179 -1.745 -0.788 -0.192
C 0.598 0.242 0.254 -0.461
N 0.977 -1.301 -1.382 0.004
N 1.531 -0.327 -0.939 0.134
N 0.410 1.671 0.077 0.269
O 1.191 -0.042 1.539 0.076
H -1.631 -0.034 -0.492 0.150
H -1.087 -0.904 1.164 0.150
H 0.098 -2.686 -0.278 0.151
H -0.917 -2.014 -1.515 0.118
H -0.532 1.906 -0.248 0.172
H 1.166 2.143 -0.497 0.215
H 0.263 2.053 1.019 0.190
H 1.610 -0.828 1.360 0.062
```

Results
- Total charge: +1
- Lowest unoccupied orbital energy: -3.8 eV

***

Of them, entry 1 has the lowest stability.

***

Entry 1
ORCA calculation (the ωB97M-V functional and the def2-TZVPD basis) on an isolated ion of composition C6H8N and charge +1.

```
15
Properties=species:S:1:pos:R:3:lowdin_charge:R:1
C -1.429 -1.163 -0.088 -0.082
C 0.043 -0.937 0.297 -0.111
C -0.315 0.979 -0.806 -0.034
C 0.413 0.458 0.372 -0.184
C 0.307 -0.375 -1.218 0.183
C 1.690 0.947 0.998 0.010
N -1.371 -0.063 -1.062 0.059
H -1.624 -2.190 -0.557 0.167
H -2.268 -0.997 0.723 0.166
H 0.553 -1.634 0.862 0.132
H -0.326 1.930 -1.175 0.137
H 1.630 1.881 1.729 0.152
H 2.444 1.148 0.212 0.110
H 2.083 0.160 1.686 0.102
H -1.831 -0.143 -1.974 0.192
```

Results
- Total charge: +1
- Lowest unoccupied orbital energy: -4.4 eV

***

Entry 2
ORCA calculation (the ωB97M-V functional and the def2-TZVPD basis) on a 2-piece molecular cluster, C6H8N overall.

```
15
Properties=species:S:1:pos:R:3:lowdin_charge:R:1
C 2.362 -0.233 -0.146 -0.063
C -1.257 0.792 1.685 0.139
C 0.420 -1.145 0.889 0.101
C 3.367 0.456 -0.658 0.148
C -1.426 0.542 0.505 -0.204
C -1.722 0.250 -0.907 -0.082
N 1.374 -0.715 0.238 0.114
H -0.950 0.888 2.654 0.032
H -0.290 -1.798 0.360 0.144
H 4.172 1.005 -0.169 0.095
H 3.455 0.213 -1.836 0.160
H 0.366 -0.953 1.950 0.119
H -2.308 1.061 -1.470 0.125
H -2.048 -0.752 -1.121 0.075
H -0.646 0.417 -1.289 0.097
```

Results
- Total charge: +1
- Lowest unoccupied orbital energy: -5.5 eV

***

Of them, entry 2 has the lowest stability.